No. 1
Formula: C7H13FNO
Source: the OMol25 dataset
Level of theory: ωB97M-V/def2-TZVPD

The charge is +1. The value obtained for the LUMO energy is -8.288 eV. As for the molecular weight: 146.19 g mol⁻¹.

Geometry (Å):
C: 0.282753 0.522538 -1.708722
C: 1.002505 0.205935 -0.489608
C: -2.396697 0.593170 0.535259
C: -2.110373 -1.341012 -1.119186
C: -1.057833 -1.413078 1.269672
C: 5.055573 -0.874229 0.462821
C: -1.477366 -0.585864 0.039993
N: -0.294604 0.204886 -0.467405
O: 2.113778 -0.145116 -0.120886
F: 6.021701 -0.338933 -0.215643
H: 0.268080 1.587081 -1.967361
H: 0.171339 -0.165316 -2.544814
H: -3.353767 0.203188 0.939726
H: -1.909705 1.013516 1.463315
H: -2.447499 1.417980 -0.254798
H: -3.031777 -0.898013 -1.498996
H: -2.299366 -2.336730 -0.688612
H: -1.425880 -1.440987 -1.982567
H: -0.854410 -2.396599 0.955075
H: -0.102068 -1.089144 1.863728
H: -2.034684 -1.638186 1.913546
H: 4.059587 -0.322204 0.281439
H: 5.302154 -1.687855 1.062939

Forces on the atoms, in the same order (eV/Å):
0.317 2.310 -2.557
0.913 -1.402 -1.487
0.608 0.204 0.716
0.506 -0.878 0.221
-0.872 -0.086 1.450
0.249 4.301 -3.368
-0.204 3.129 0.887
-0.493 -1.571 3.012
0.207 0.033 1.404
-1.946 -1.599 1.738
-0.435 -0.290 -0.388
0.365 -0.131 0.095
0.212 0.362 -0.855
-0.297 -0.149 -1.073
-0.413 -1.269 1.127
0.075 0.019 0.270
-0.284 0.135 -0.722
-0.277 -0.161 0.510
0.698 -1.382 -0.608
-2.242 -0.057 -0.976
2.236 1.075 -0.890
0.544 -0.989 0.398
0.531 -1.606 1.094

---

No. 2
Formula: C7H13MoN2O5S4Si
Source: the OMol25 dataset
Level of theory: ωB97M-V/def2-TZVPD

The charge is +1. The value obtained for the LUMO energy is -6.203 eV. As for the molecular weight: 457.48 g mol⁻¹.

Geometry (Å):
Mo: 0.224232 -0.644028 -0.752633
O: -0.334525 -3.714338 1.689873
C: -0.133409 -3.092435 0.704179
O: 0.557040 -1.924677 0.667269
C: -0.833547 -3.345498 -0.651938
O: -1.406840 -4.346625 -0.939491
O: -0.777474 -2.239705 -1.388781
S: 3.272374 -0.426323 -4.167251
C: 2.181029 -0.543471 -3.011682
S: 0.607259 0.228530 -2.917732
S: 2.270495 -1.508103 -1.545274
C: 2.701734 1.245380 2.242718
Si: 1.337524 2.017043 1.265320
C: -0.141203 2.520608 2.256981
C: 1.878151 3.263518 0.010692
O: 0.755928 0.682440 0.271785
H: 3.131293 1.985012 2.922724
H: 3.501303 0.884365 1.594092
H: 2.338988 0.409088 2.842013
H: 0.098368 3.413764 2.839083
H: -0.438161 1.738362 2.957265
H: -0.992556 2.762867 1.618507
H: 2.228181 4.165769 0.518179
H: 1.060433 3.551951 -0.651911
H: 2.699652 2.884748 -0.599420
N: -3.445670 -1.449127 -2.109736
C: -2.995547 -0.934185 -0.991993
N: -3.335979 -1.440280 0.181199
S: -1.964330 0.491213 -1.027093
H: -3.991861 -2.298959 -2.132902
H: -3.116606 -1.079793 -2.987684
H: -3.946219 -2.241379 0.267223
H: -2.990058 -1.015730 1.026419

Forces on the atoms, in the same order (eV/Å):
0.390 -0.815 -0.187
0.266 -0.091 -0.033
-0.389 -0.001 0.045
0.147 0.135 -0.142
0.007 -0.236 0.096
-0.018 0.087 -0.003
-0.132 0.456 0.279
-0.056 0.008 0.057
0.137 -0.100 -0.079
-0.117 0.012 0.058
-0.039 0.234 -0.014
-0.023 0.039 -0.011
-0.020 -0.116 -0.047
0.035 0.004 -0.011
-0.009 -0.019 0.044
-0.167 0.330 0.147
0.012 -0.013 0.003
-0.001 0.007 -0.005
-0.009 0.006 0.006
-0.018 -0.008 0.010
0.003 -0.002 -0.001
0.007 0.011 -0.007
0.006 0.003 -0.016
-0.009 0.004 0.009
0.001 -0.007 0.004
-0.062 0.066 -0.077
0.008 -0.047 -0.051
0.036 -0.007 -0.048
0.047 0.026 -0.026
0.014 -0.009 0.009
0.000 0.002 -0.007
0.006 -0.001 -0.001
-0.054 0.041 -0.003

---

No. 3
Formula: C7H13N
Source: the OMol25 dataset
Level of theory: ωB97M-V/def2-TZVPD

The value obtained for the LUMO energy is 1.100 eV. As for the molecular weight: 111.19 g mol⁻¹.

Geometry (Å):
C: -0.692649 1.676582 0.684745
C: -0.286978 0.751981 -0.516482
C: 1.210498 0.609269 -0.675927
C: 1.688989 -0.196434 0.619551
C: 0.810473 -1.473973 0.883362
C: -0.689851 -1.307835 0.635270
C: -1.428214 0.412782 -1.427969
H: 0.000116 1.757678 1.501668
H: -1.648014 1.366549 1.094687
H: -0.848274 2.688445 0.282708
H: 1.547935 0.165719 -1.600287
H: 1.777555 1.560511 -0.663560
H: 1.624991 0.381363 1.560469
H: 2.720212 -0.529644 0.473714
H: 0.949615 -1.759508 1.930965
H: 1.190625 -2.244015 0.241698
H: -1.261242 -2.213720 0.589036
H: -1.162399 -0.739867 1.444186
H: -2.451528 0.614168 -1.164976
H: -1.250898 0.355317 -2.493818
N: -0.694615 -0.605318 -0.630257

Forces on the atoms, in the same order (eV/Å):
-0.554 -0.220 -1.290
0.713 0.722 0.901
1.457 1.798 1.147
-1.280 -0.469 -0.559
0.288 0.450 0.518
-0.555 0.920 -0.246
0.885 -1.270 0.467
0.505 -0.200 0.195
-0.222 -0.073 0.077
0.121 -0.235 0.070
-0.366 -0.659 -0.188
-0.319 -0.008 0.161
0.248 0.243 -0.772
-0.089 0.175 0.131
0.165 -0.217 -0.108
0.045 -0.650 -0.286
0.097 -0.856 -0.154
0.041 0.196 0.130
-0.182 0.622 0.315
-0.022 -0.311 -0.077
-0.976 0.042 -0.433

---

No. 4
Formula: C7H13N
Source: the OMol25 dataset
Level of theory: ωB97M-V/def2-TZVPD

The value obtained for the LUMO energy is 1.051 eV. As for the molecular weight: 111.19 g mol⁻¹.

Geometry (Å):
C: -1.210584 1.664723 0.153278
C: -0.151472 0.770714 -0.457159
C: -0.450695 -0.645708 -0.668983
C: -1.811641 -1.252481 -0.482462
C: 0.543452 -0.370710 0.361945
C: 2.013116 -0.587698 0.071597
C: 2.817293 0.286281 -0.501298
H: -0.919497 2.729746 0.221227
H: -2.242676 1.708139 -0.440860
H: -1.468106 1.358735 1.187528
H: 0.591936 1.384722 -0.905121
H: -0.035160 -0.990257 -1.582876
H: -1.736848 -2.335186 -0.294754
H: -2.495495 -0.647874 0.224435
H: -2.322534 -1.315295 -1.477927
H: -0.749084 -0.706247 1.834367
H: 0.909639 -0.493614 2.389933
H: 2.392067 -1.576640 0.272307
H: 3.806594 0.105145 -0.811627
H: 2.344045 1.251290 -0.820754
N: 0.175655 -0.337783 1.727199

Forces on the atoms, in the same order (eV/Å):
-2.102 0.423 -0.016
-0.254 1.544 1.382
-0.337 -1.099 -1.736
-1.489 0.332 -0.252
0.764 2.164 0.391
-0.688 -0.377 -0.065
-1.979 1.615 -0.513
0.197 -0.590 -0.079
2.164 -0.386 0.992
0.095 0.162 -0.458
0.041 -0.243 -1.542
0.569 -0.685 -0.676
-0.009 0.444 0.853
1.041 -1.361 -0.929
0.254 0.684 0.707
0.122 -0.481 1.029
-0.317 -0.439 0.269
0.066 -0.356 0.345
1.047 -0.314 -0.058
1.001 -0.798 0.423
-0.186 -0.240 -0.066

---

No. 5
Formula: C7H13N2
Source: the OMol25 dataset
Level of theory: ωB97M-V/def2-TZVPD

The charge is +1. The value obtained for the LUMO energy is -4.635 eV. As for the molecular weight: 125.19 g mol⁻¹.

Geometry (Å):
C: -1.123162 0.076204 -0.376971
C: -1.033143 -0.352055 0.828347
C: -0.462118 -0.478203 3.189535
C: 0.286962 0.729621 -0.805947
C: -2.148508 -0.099757 -1.342552
C: 0.813128 0.023372 3.862647
C: 1.464989 -0.166468 -2.804075
N: -0.635981 -0.321636 1.939896
N: 0.366775 0.578960 -2.254346
H: -1.250820 -0.852907 3.870050
H: 0.210657 1.804247 -0.325592
H: 1.180103 0.198230 -0.452106
H: -3.125017 -0.366419 -0.933071
H: -1.847293 -0.872654 -2.095000
H: -2.030596 0.945776 -1.721792
H: 1.351207 0.578198 3.090200
H: 1.371438 -0.827313 4.220314
H: 0.368510 0.833649 4.560743
H: 1.154606 -0.506281 -3.803177
H: 2.401063 0.463037 -2.936936
H: 1.805517 -0.919051 -2.235364
H: 0.132064 1.367218 -2.902605

Forces on the atoms, in the same order (eV/Å):
2.571 -1.058 0.634
-0.562 0.427 -2.093
0.704 0.515 0.424
-0.954 1.228 -1.202
-0.520 0.512 -1.464
-2.337 1.700 -1.036
0.636 3.445 -2.932
0.411 -0.980 5.035
-0.561 1.603 0.058
0.185 -0.037 -0.928
0.470 -1.798 -1.260
-0.650 0.141 0.690
0.147 0.374 -0.062
-0.169 1.016 0.372
-1.359 -0.863 -0.997
0.351 -0.227 0.260
0.187 0.168 0.816
1.340 -1.650 -0.299
0.336 -0.188 0.386
-0.920 -0.378 -0.083
0.542 -3.089 2.168
0.152 -0.862 1.513

---

No. 6
Formula: C7H13N2
Source: the OMol25 dataset
Level of theory: ωB97M-V/def2-TZVPD

The charge is +1. The value obtained for the LUMO energy (spin up / spin down) is -5.177 / -3.785 eV. As for the molecular weight: 125.19 g mol⁻¹.

Geometry (Å):
C: -3.461623 0.581727 -0.118770
C: -2.811820 0.261817 0.967981
C: 0.657454 0.469896 -0.409515
C: -2.271032 0.170741 -0.881633
C: 2.008511 0.218832 -0.660181
C: -0.225572 -0.350569 0.522951
C: 0.173952 -1.832582 0.216028
N: -1.595527 -0.201934 0.242827
N: 3.126126 0.960018 0.162864
H: -4.449794 0.994928 -0.216713
H: -2.753489 0.414794 1.985384
H: 0.395133 1.537062 -0.160074
H: 0.262969 0.452125 -1.446166
H: -2.093654 0.262019 -1.918140
H: 2.307814 -0.692910 -1.133926
H: 0.077288 -0.202690 1.500450
H: 0.293881 -2.016617 -0.833152
H: -0.620012 -2.512731 0.430714
H: 1.029837 -2.071042 0.843048
H: 2.656070 1.912170 0.173633
H: 3.982167 0.797933 -0.429652
H: 3.311316 0.847009 1.162033

Forces on the atoms, in the same order (eV/Å):
-0.704 0.290 -1.606
2.781 -0.567 1.241
-2.464 3.575 -0.815
-2.055 0.973 -0.585
2.468 -0.347 1.511
0.320 -3.477 -2.729
-0.196 0.515 0.781
-0.837 0.510 0.601
-1.786 0.520 -1.782
0.076 -0.126 -0.584
-0.548 0.136 2.053
0.775 -0.435 -0.039
-0.462 -0.565 0.360
0.836 -0.354 -0.815
0.660 -0.189 -0.034
-0.148 0.770 2.254
0.696 0.171 -0.700
-0.634 -0.313 0.803
0.344 -0.398 -0.393
1.646 -0.678 -0.615
-0.776 1.101 1.062
0.009 -1.112 0.030

---

No. 7
Formula: C7H13N2
Source: the OMol25 dataset
Level of theory: ωB97M-V/def2-TZVPD

The charge is +1. The value obtained for the LUMO energy is -5.116 eV. As for the molecular weight: 125.19 g mol⁻¹.

Geometry (Å):
C: 0.543604 0.545994 -0.110425
C: -0.856775 2.026538 -0.922862
C: 1.976171 0.222346 0.381036
C: -0.978381 0.092762 0.145234
C: 2.627753 -1.079809 -0.230748
C: -1.263442 -1.069851 -0.935586
C: -1.301661 -0.144116 1.596630
N: 0.400194 1.613143 -0.882438
N: -1.722434 1.214152 -0.342316
H: 2.445119 1.185753 0.192212
H: -1.017222 2.922114 -1.425785
H: 1.784153 0.033603 1.470046
H: 2.390739 -2.002484 0.216074
H: 3.673546 -0.935147 0.027502
H: 2.418198 -1.168206 -1.217531
H: -0.516316 -1.896311 -0.899155
H: -1.496650 -0.627301 -2.015651
H: -2.136679 -1.554762 -0.694592
H: -1.132826 0.752754 2.167914
H: -0.768584 -1.064697 2.079438
H: -2.364638 -0.361209 1.747545
H: -2.703876 1.294741 -0.346552

Forces on the atoms, in the same order (eV/Å):
-2.103 1.290 -0.881
-0.661 -1.817 0.530
-3.048 -1.662 0.458
1.851 -2.232 -0.552
0.925 2.427 2.932
1.569 1.210 -1.286
-0.030 -2.416 1.167
2.246 -0.095 0.731
2.468 1.608 -0.755
0.613 -0.434 0.026
-1.094 1.432 -0.705
0.633 0.400 -0.646
-0.919 -0.875 1.009
0.290 -0.160 -0.708
-0.085 0.002 -3.183
-0.175 0.982 -0.365
1.204 -0.896 2.295
-2.331 -0.932 0.901
0.471 0.276 0.312
-0.625 1.834 -1.058
0.025 -0.055 -0.295
-1.223 0.110 0.073

---

No. 8
Formula: C7H13N2
Source: the OMol25 dataset
Level of theory: ωB97M-V/def2-TZVPD

The charge is +1. The value obtained for the LUMO energy is -3.962 eV. As for the molecular weight: 125.19 g mol⁻¹.

Geometry (Å):
C: -1.595479 -0.913853 -0.340098
C: -1.361578 -0.158680 1.792602
C: -1.599251 -0.237004 3.101785
C: 0.385705 0.196198 0.671087
C: 0.786175 1.639342 0.442828
C: 0.703275 -1.822219 -0.892605
C: -0.073387 0.177156 -1.808562
N: -2.089167 -0.703458 0.791299
N: -0.090962 -0.569978 -0.528697
H: -2.126734 -1.350794 -1.166941
H: -2.527604 -0.131591 3.568350
H: -0.777822 0.095775 3.738599
H: 1.170346 -0.309398 1.316226
H: 0.259542 2.107924 -0.374587
H: 1.871367 1.585695 0.263349
H: 0.645950 2.184830 1.285611
H: 1.587018 -1.516532 -1.475464
H: 1.162190 -2.309627 0.001573
H: 0.095644 -2.651859 -1.272708
H: 0.920539 0.379127 -2.168366
H: -0.391672 -0.643270 -2.553384
H: -0.779282 0.977310 -1.783829

Forces on the atoms, in the same order (eV/Å):
0.097 0.102 2.222
2.877 -0.485 -1.323
2.536 2.125 -0.946
-1.778 -1.070 2.991
0.788 -2.365 -2.237
1.247 -0.950 2.186
-0.754 -2.272 -1.938
-0.849 -0.044 -1.629
0.587 -0.523 -0.135
0.190 -0.061 -0.376
-1.675 -0.877 0.291
-0.072 -0.243 -0.039
-1.135 0.046 -1.351
0.040 0.237 -0.096
-0.309 0.522 -0.306
-0.503 1.607 2.633
-0.783 -0.243 -0.209
-0.581 0.791 -0.169
-0.111 0.789 -0.632
0.375 0.720 0.461
-0.043 1.584 0.816
-0.146 0.610 -0.213